C41H55AuBrN2O3Si | ωB97M-V/def2-TZVPD

As for the net charge: +1. As for the maximum force: 1.030 eV/Å. The calculation puts the HOMO energy (spin up / spin down) at -11.39 / -11.39 eV. The orbital gap (spin up / spin down) comes out at 6.839 / 6.839 eV.

Atoms and positions in Å:
Au 2.256837 -0.510079 -0.723394
C 2.869965 -5.146496 -3.430569
C 3.320309 -3.693302 -3.252246
C 2.422853 -2.701124 -3.958687
C 2.514858 -2.580138 -5.337534
C 1.754565 -1.646623 -6.027829
C 0.875853 -0.816648 -5.348107
C 0.737007 -0.905715 -3.972191
C -0.320826 -0.082472 -3.277274
C -1.691921 -0.769494 -3.337852
C 1.512340 -1.861457 -3.294020
N 1.371221 -1.928830 -1.884424
C 1.040121 -2.999167 -1.193568
C 1.247529 -3.010418 0.177794
C 1.008712 -3.887587 1.247190
C 1.547005 -3.285765 2.375428
C 2.100817 -2.056088 1.973203
N 1.926181 -1.908276 0.660292
H 3.615590 -5.834577 -3.030160
H 2.727547 -5.380050 -4.486269
H 1.922675 -5.348502 -2.924671
H 4.324664 -3.583521 -3.665684
H 3.411392 -3.457576 -2.190372
H 3.214556 -3.208776 -5.877812
H 1.854142 -1.562619 -7.103491
H 0.282100 -0.090657 -5.891824
H -0.367417 0.895073 -3.759364
H -0.074380 0.099775 -2.232430
H -2.046390 -0.855078 -4.366541
H -2.428345 -0.195868 -2.769202
H -1.647138 -1.775837 -2.910414
H 0.562628 -3.813895 -1.728198
H 0.506031 -4.841646 1.183517
H 1.540711 -3.660455 3.386427
H 2.575394 -1.301257 2.583863
O 2.910648 1.115640 0.429827
C 3.006342 2.389789 -0.376465
C 2.679154 2.057290 -1.853333
O 2.552073 2.934641 -2.659703
O 2.627553 0.765602 -2.187376
C 2.011505 3.379100 0.210685
C 1.912392 4.644592 -0.367731
C 1.052853 5.588681 0.168835
C 0.293431 5.288136 1.291122
C 0.393854 4.035131 1.867862
C 1.247035 3.076185 1.329760
C 4.460399 2.825724 -0.263847
C 5.426037 2.198473 -1.055788
C 6.766765 2.518049 -0.904272
C 7.152471 3.461479 0.038459
C 6.197545 4.082871 0.829283
C 4.853194 3.767833 0.682405
H 3.801675 0.957367 0.781908
H 2.507522 4.886802 -1.235368
H 0.983605 6.567465 -0.289653
H -0.369755 6.031898 1.715593
H -0.188591 3.795819 2.747298
H 1.303707 2.098464 1.790764
H 5.129717 1.478760 -1.812659
H 7.508731 2.039717 -1.531913
H 8.198748 3.717411 0.150709
H 6.496573 4.821342 1.562608
H 4.112209 4.262397 1.296551
C -1.376209 -0.901333 4.072457
C -2.529463 -0.003004 3.591424
C -3.747713 -0.262390 4.495834
C -2.056751 1.442199 3.802638
Si -2.986890 -0.285168 1.749179
Br -0.945409 -0.381609 0.704470
C -3.754510 -2.001842 1.380563
C -3.091569 -3.104885 2.218871
C -3.575673 -2.413088 -0.090988
C -5.257267 -1.994105 1.719031
C -3.905299 1.181632 0.932879
C -5.090262 1.625062 1.811495
C -4.449914 0.809036 -0.455947
C -2.978277 2.387842 0.720734
H -1.156411 -0.647551 5.116739
H -0.466485 -0.737052 3.491550
H -1.610893 -1.962078 4.038278
H -3.495934 0.020099 5.523795
H -4.026149 -1.318269 4.511383
H -4.628446 0.314669 4.206686
H -1.718127 1.556975 4.838995
H -2.845340 2.176356 3.635300
H -1.214699 1.683446 3.149157
H -2.009147 -3.139885 2.062047
H -3.506692 -4.073495 1.915858
H -3.283719 -2.993675 3.285697
H -2.521616 -2.571550 -0.328691
H -3.973458 -1.688457 -0.800044
H -4.104132 -3.360051 -0.254880
H -5.443431 -1.772164 2.773081
H -5.673724 -2.987191 1.517679
H -5.823537 -1.279612 1.121430
H -5.799738 0.815727 2.005671
H -5.636973 2.417672 1.289600
H -4.770778 2.032146 2.771338
H -5.210216 0.029806 -0.425886
H -3.650468 0.486476 -1.132105
H -4.913456 1.697852 -0.897676
H -2.539920 2.757859 1.645981
H -3.563482 3.205317 0.283417
H -2.162401 2.156771 0.033814

Atomic forces in eV per Å
Au -0.328 -0.200 0.012
C -0.009 -0.007 0.018
C -0.046 0.015 -0.034
C 0.074 0.108 0.281
C -0.043 0.107 -0.159
C 0.034 -0.047 0.017
C 0.046 -0.023 -0.062
C -0.172 -0.147 0.121
C 0.014 -0.076 -0.094
C 0.020 0.066 0.064
C -0.268 0.063 -0.339
N 0.814 0.151 0.613
C -0.384 0.131 -0.283
C 0.207 -0.143 0.118
C -0.056 0.002 -0.105
C 0.037 0.161 0.016
C -0.114 -0.120 0.064
N 0.049 0.198 -0.065
H -0.034 0.030 0.004
H 0.019 0.007 0.016
H 0.019 0.035 -0.017
H -0.007 -0.005 -0.029
H -0.023 0.001 0.021
H -0.039 0.012 0.040
H -0.002 0.000 0.055
H 0.030 -0.023 0.020
H -0.028 0.007 -0.001
H 0.075 -0.006 0.050
H 0.040 -0.024 0.030
H 0.079 -0.065 -0.087
H 0.000 0.065 -0.010
H 0.075 -0.014 -0.015
H 0.051 0.066 0.027
H 0.000 -0.011 -0.055
H -0.024 -0.029 -0.061
O 0.197 -0.248 -0.284
C 0.037 0.174 0.095
C -0.055 -0.105 -0.251
O 0.109 -0.239 0.200
O -0.252 0.208 0.108
C 0.039 -0.088 -0.017
C -0.025 0.014 0.013
C 0.051 0.015 -0.075
C -0.039 0.036 0.030
C 0.015 -0.091 -0.006
C -0.072 -0.027 0.034
C -0.049 -0.117 -0.014
C 0.003 0.041 -0.027
C -0.029 -0.038 -0.039
C 0.015 0.012 0.004
C -0.035 0.017 0.023
C 0.038 -0.012 0.034
H -0.003 0.082 0.041
H 0.016 0.008 -0.026
H 0.007 -0.043 0.016
H 0.024 -0.031 -0.018
H -0.017 -0.020 0.014
H -0.004 0.055 -0.012
H 0.019 0.025 0.029
H -0.041 0.023 0.031
H -0.041 -0.011 -0.001
H -0.015 -0.027 -0.030
H 0.005 -0.006 -0.008
C 0.022 0.047 0.038
C 0.004 -0.019 0.006
C -0.019 -0.026 0.021
C -0.001 0.046 0.075
Si -0.013 -0.137 0.058
Br -0.025 0.119 -0.087
C -0.047 -0.014 0.024
C 0.024 -0.040 -0.018
C -0.052 -0.014 -0.031
C -0.011 -0.006 0.032
C -0.006 -0.007 -0.022
C -0.063 -0.032 -0.039
C 0.062 0.027 -0.054
C 0.019 0.106 0.011
H -0.017 -0.023 -0.066
H -0.022 0.002 0.017
H -0.010 -0.014 -0.019
H -0.006 -0.013 -0.032
H 0.008 0.049 -0.006
H 0.048 -0.018 0.007
H -0.024 -0.005 -0.053
H 0.032 -0.034 0.018
H 0.006 0.010 0.006
H -0.036 0.003 0.006
H 0.033 0.050 0.009
H -0.006 0.004 -0.007
H -0.016 0.005 -0.001
H 0.013 -0.050 0.039
H 0.045 0.054 0.013
H 0.015 0.003 -0.062
H 0.020 0.036 0.015
H 0.016 -0.017 -0.017
H 0.056 0.050 -0.009
H 0.013 -0.024 0.020
H 0.001 -0.010 -0.030
H 0.000 0.001 0.020
H -0.086 0.051 0.113
H 0.022 -0.030 0.014
H -0.010 0.013 -0.059
H 0.036 -0.045 0.017
H -0.025 0.013 0.003